1.
DFT (ωB97M-V/def2-TZVPD) results for C19H19ClN7O6PPdS2 as an isolated structure.

Calculated values
highest occupied orbital energy: -15.114 eV
orbital gap: 7.27 eV
E_LUMO: -0.2883 Eh
net charge: +2
ΔE to the lowest compared entry with this formula, charge and spin: 0.0 kcal/mol

Atoms and positions in Å:
Pd -0.53998 -0.32841 0.02866
C 3.47451 2.42607 2.59378
N 2.78426 1.29227 1.97585
C 3.25240 0.00965 1.94005
C 2.31307 -0.74566 1.29984
N 1.28717 0.08273 0.95184
C 1.58502 1.31250 1.36328
P 0.56733 2.78541 1.05353
C -1.00945 2.09323 1.64600
N -1.50764 0.92485 1.25400
C -2.67771 0.69839 1.91861
C -2.88963 1.76745 2.73586
N -1.84204 2.62893 2.55543
C -1.66619 3.90489 3.25506
C 0.26988 2.39769 -0.71026
N -0.13815 1.21881 -1.18450
C -0.17377 1.28644 -2.54840
C 0.22033 2.53943 -2.90533
N 0.49232 3.22005 -1.74959
C 0.94875 4.61185 -1.67704
H 4.46335 2.09612 2.89650
H 3.57803 3.23879 1.87907
H 2.92999 2.76428 3.47232
H 4.20111 -0.26407 2.36797
H 2.30726 -1.79940 1.08467
H -3.25246 -0.20339 1.79438
H -3.69031 1.97822 3.42329
H -2.54803 4.08138 3.86284
H -0.79340 3.85909 3.90201
H -1.56230 4.71435 2.53700
H -0.46592 0.45719 -3.16626
H 0.32554 2.99394 -3.87504
H 1.04783 4.98764 -2.69053
H 0.22099 5.21703 -1.14233
H 1.91630 4.66322 -1.18407
O 1.61179 -3.37991 -0.41917
S 1.21746 -2.87297 -1.68841
O 2.15569 -2.31515 -2.59641
N 0.00515 -1.66733 -1.40450
C -1.17865 -2.06886 -1.78221
S -2.39050 -0.99238 -1.20943
C -1.23480 -3.34817 -2.46651
C -2.31867 -4.00323 -3.02632
C -2.09043 -5.23889 -3.61906
C -0.81485 -5.79354 -3.64900
C 0.28077 -5.13713 -3.08637
C 0.03681 -3.92026 -2.49623
H -3.31040 -3.57031 -3.00369
H -2.91486 -5.77870 -4.06343
H -0.66716 -6.75879 -4.11401
H 1.26909 -5.57553 -3.10656
O 0.58921 -2.89490 2.52025
Cl -0.57986 -2.11448 2.64311
O -1.66649 -2.78412 3.23271
O -0.32959 -0.83212 3.21151
O -1.09820 -1.86418 1.16522

***

2.
DFT (ωB97M-V/def2-TZVPD) results for an isolated ion of composition C7H20NP and charge +2.

Calculated values
highest occupied orbital energy: -20.518 eV
orbital gap: 14.04 eV
E_LUMO: -0.2379 Eh
net charge: +2
ΔE to the lowest compared entry with this formula, charge and spin: 12.6 kcal/mol

Atoms and positions in Å:
C -1.62965 -0.15254 -1.29299
C -2.68915 0.75254 0.59691
C -1.54712 -1.40938 0.64934
C 2.06165 -1.01859 1.37668
C 2.38357 1.66737 -0.08731
C 1.46004 -0.54858 -1.67055
C -0.23510 0.61720 0.59592
N -1.49840 -0.06094 0.11581
P 1.43351 0.10483 0.04700
H -1.27282 -1.06056 -1.68079
H -2.65943 -0.14828 -1.43032
H -1.09894 0.64075 -1.90676
H -2.45668 1.06882 1.59497
H -2.83650 1.57130 -0.13017
H -3.61129 0.03192 0.56923
H -1.44853 -1.29106 1.67596
H -2.48189 -1.84611 0.39533
H -0.82089 -2.00783 0.27471
H 1.91370 -2.02613 1.20026
H 1.64076 -0.69143 2.30187
H 3.10062 -1.09137 1.41853
H 1.76529 2.44595 -0.50074
H 3.17898 1.25177 -0.58802
H 2.76886 1.95500 0.87476
H 1.09038 0.30623 -2.37030
H 1.04349 -1.50461 -1.81049
H 2.55759 -0.57650 -1.86456
H -0.22444 0.64883 1.69301
H -0.20112 1.66890 0.26763

***

3.
DFT (ωB97M-V/def2-TZVPD) results for the molecule C4H8O2.

Calculated values
highest occupied orbital energy: -10.227 eV
orbital gap: 11.08 eV
E_LUMO: 0.0314 Eh
structure (SMILES): CC(=O)[C@@H](C)O
ΔE to the lowest compared entry with this formula, charge and spin: 14.8 kcal/mol

Atoms and positions in Å:
C 0.89826 -1.33595 0.81772
C -0.13105 -0.94181 -0.21103
O -0.43865 -1.67545 -1.13078
C -0.79421 0.42859 -0.10375
C 0.24444 1.54953 -0.18438
O -1.74553 0.57176 -1.11813
H 1.88704 -1.00060 0.48282
H 0.92134 -2.42399 0.90808
H 0.70110 -0.87808 1.79182
H -1.28723 0.47157 0.88283
H 0.93657 1.53191 0.66479
H -0.27637 2.51070 -0.18802
H 0.81606 1.47104 -1.11528
H -1.69533 -0.25158 -1.63588